No. 1
Computed, not measured: a structure of composition C24H19CoO4Sb, with ωB97M-V/def2-TZVPD.

## Properties
* LUMO level (spin up / spin down): -0.2338 / -0.3924 Ha
* electronic energy: -2849.16064 Ha
* frontier orbital gap (spin up / spin down): 0.31253 / 0.15454 hartree

The geometry in ORCA input format:
```
! RIJCOSX wB97M-V def2-TZVPD def2/J DEFGRID3
* xyz 2 4
Co 0.710 1.999 -2.397
C 0.927 2.616 -0.821
O 1.206 3.012 0.246
C 0.697 3.333 -3.550
O 0.699 4.202 -4.330
C -1.034 1.450 -2.666
O -2.146 1.447 -2.981
C 2.437 1.366 -2.531
O 3.572 1.168 -2.407
C 0.742 -0.674 -4.081
H 1.648 -1.095 -3.623
H -0.230 -1.066 -3.748
C 0.812 0.412 -4.836
H -0.099 0.957 -5.145
H 1.777 0.919 -5.010
C -2.625 2.398 2.964
C -2.597 2.781 1.613
C -1.834 2.036 0.694
C -1.116 0.915 1.119
C -1.169 0.519 2.455
C -1.911 1.269 3.374
Sb -0.151 -0.369 -0.402
C 1.832 -0.500 0.504
C 2.811 -1.198 -0.209
C 4.123 -1.221 0.279
C 4.453 -0.576 1.479
C 3.462 0.106 2.203
C 2.151 0.149 1.698
C -1.367 -2.061 0.320
C -0.867 -2.985 1.227
C -1.749 -3.810 1.945
C -3.137 -3.707 1.737
C -3.626 -2.798 0.797
C -2.748 -1.976 0.073
H -3.219 2.986 3.669
H -3.168 3.654 1.261
H -1.854 2.330 -0.368
H -0.657 -0.370 2.792
H -1.948 0.970 4.415
H 2.562 -1.734 -1.125
H 4.893 -1.746 -0.284
H 5.476 -0.593 1.858
H 3.699 0.612 3.142
H 1.394 0.704 2.255
H 0.208 -3.037 1.431
H -1.363 -4.507 2.679
H -3.826 -4.324 2.311
H -4.704 -2.714 0.611
H -3.146 -1.250 -0.643
*
```

Atomic partial charges in e from the Mulliken method, atoms 1 to 4: Co 0.5546; C 0.2772; O -0.2443; C 0.2043

=====

No. 2
Computed, not measured: a structure of composition C38H38Br2N4O7PbSi, with ωB97M-V/def2-TZVPD.

## Properties
* LUMO level: 0.1468 Ha
* electronic energy: -7846.95402 Ha
* frontier orbital gap: 0.19804 hartree

The geometry in ORCA input format:
```
! RIJCOSX wB97M-V def2-TZVPD def2/J DEFGRID3
* xyz -2 1
Pb -0.247 0.360 0.078
Br -3.212 6.869 3.358
C -2.723 5.493 2.116
C -3.639 5.116 1.139
C -3.313 4.133 0.248
C -2.059 3.438 0.272
O -1.869 2.431 -0.456
C -1.092 3.993 1.197
C 0.294 3.649 1.066
N 0.760 3.400 -0.090
C 2.006 3.312 -0.566
C 2.974 4.279 -0.302
C 4.173 4.305 -1.007
C 4.455 3.357 -1.959
C 3.513 2.353 -2.255
C 3.727 1.366 -3.240
C 2.712 0.507 -3.560
C 1.488 0.626 -2.885
N 1.283 1.470 -1.906
C 2.261 2.332 -1.579
C -1.459 4.954 2.137
H -4.609 5.593 1.097
H -4.008 3.856 -0.531
H 0.913 3.632 1.970
H 2.759 5.038 0.439
H 4.886 5.094 -0.800
H 5.383 3.397 -2.515
H 4.690 1.312 -3.733
H 2.831 -0.245 -4.327
H 0.642 0.018 -3.169
H -0.714 5.321 2.832
O 0.338 -1.627 1.751
C 1.353 -1.826 2.387
C 2.695 -1.362 2.120
C 3.709 -1.765 2.973
C 5.023 -1.334 2.805
C 5.309 -0.374 1.805
C 4.335 0.033 0.955
C 2.994 -0.496 0.995
O 2.189 -0.224 0.073
N 6.039 -1.817 3.625
O 7.187 -1.373 3.487
O 5.775 -2.689 4.462
H 1.287 -2.456 3.296
H 3.490 -2.426 3.800
H 6.312 0.025 1.738
H 4.536 0.771 0.190
Br -4.787 1.066 -0.030
C -4.200 0.663 1.724
C -5.171 0.518 2.702
C -4.734 0.187 3.975
C -3.378 0.060 4.199
C -2.491 0.267 3.143
N -2.912 0.541 1.915
C -0.976 0.275 3.468
O -0.677 -0.188 4.568
O -0.237 0.827 2.630
H -6.217 0.649 2.474
H -5.446 0.042 4.776
H -2.963 -0.196 5.162
C -2.155 -3.191 0.222
Si -1.212 -2.091 -1.072
C 0.209 -3.395 -1.640
C 1.026 -2.871 -2.816
C 1.199 -3.555 -0.487
C -0.300 -4.796 -1.989
C -2.611 -1.820 -2.496
C -2.509 -0.365 -2.961
C -2.536 -2.701 -3.742
C -4.002 -2.039 -1.902
H -2.603 -4.089 -0.198
H -2.948 -2.620 0.693
H -1.479 -3.493 1.015
H 1.432 -1.895 -2.575
H 0.434 -2.794 -3.723
H 1.865 -3.541 -3.019
H 1.688 -2.611 -0.281
H 1.966 -4.290 -0.747
H 0.707 -3.889 0.421
H -0.990 -4.772 -2.826
H -0.801 -5.249 -1.138
H 0.541 -5.438 -2.265
H -1.534 -0.174 -3.403
H -2.634 0.328 -2.136
H -3.272 -0.144 -3.709
H -1.578 -2.607 -4.244
H -3.316 -2.403 -4.448
H -2.710 -3.744 -3.492
H -4.129 -1.478 -0.985
H -4.168 -3.092 -1.687
H -4.772 -1.711 -2.603
*
```

Atomic partial charges in e from the Mulliken method, atoms 1 to 4: Pb 2.2850; Br -0.3126; C -0.2002; C -0.3626

=====

No. 3
Computed, not measured: an isolated molecule of C23H23N5O3, with ωB97M-V/def2-TZVPD.

## Properties
* LUMO level: -0.0005 Ha
* electronic energy: -1389.71222 Ha
* frontier orbital gap: 0.31799 hartree
* SMILES string: Cc1ccc2occ([C@H](c3nnnn3Cc3ccccc3)N3CCOCC3)c(=O)c2c1

The geometry in ORCA input format:
```
! RIJCOSX wB97M-V def2-TZVPD def2/J DEFGRID3
* xyz 0 1
C 6.721 1.697 -1.000
C 5.677 0.726 -0.547
C 6.054 -0.541 -0.083
C 5.121 -1.455 0.344
C 3.765 -1.122 0.320
O 2.877 -2.049 0.756
C 1.577 -1.736 0.762
C 1.058 -0.575 0.326
C -0.408 -0.176 0.350
C -0.580 0.692 1.550
N -0.324 0.390 2.804
N -0.608 1.473 3.515
N -1.016 2.416 2.773
N -1.014 1.974 1.518
C -1.427 2.764 0.392
C -2.572 2.097 -0.329
C -2.543 1.933 -1.707
C -3.586 1.296 -2.356
C -4.663 0.813 -1.632
C -4.697 0.974 -0.257
C -3.657 1.615 0.392
N -1.455 -1.166 0.278
C -1.719 -2.031 1.410
C -3.139 -2.572 1.233
O -3.241 -3.315 0.038
C -2.913 -2.520 -1.076
C -1.508 -1.920 -0.955
C 1.943 0.486 -0.169
O 1.522 1.567 -0.561
C 3.365 0.135 -0.142
C 4.336 1.045 -0.570
H 7.299 1.276 -1.822
H 7.412 1.915 -0.187
H 6.269 2.627 -1.332
H 7.102 -0.801 -0.060
H 5.410 -2.430 0.705
H 0.985 -2.542 1.166
H -0.544 0.464 -0.533
H -1.725 3.737 0.794
H -0.569 2.898 -0.275
H -1.700 2.305 -2.272
H -3.556 1.172 -3.428
H -5.475 0.312 -2.139
H -5.537 0.601 0.311
H -3.688 1.740 1.465
H -1.631 -1.467 2.338
H -1.035 -2.894 1.452
H -3.402 -3.256 2.041
H -3.847 -1.731 1.211
H -2.982 -3.173 -1.948
H -3.636 -1.696 -1.173
H -1.330 -1.250 -1.798
H -0.759 -2.730 -0.979
H 3.994 2.009 -0.917
*
```

Atomic partial charges in e from the Mulliken method, atoms 1 to 4: C -1.4973; C 0.7487; C -0.4153; C -0.8808

=====

No. 4
Computed, not measured: a structure of composition C16H42NO12S3Si, with ωB97M-V/def2-TZVPD.

## Properties
* LUMO level: 0.0835 Ha
* electronic energy: -3076.43391 Ha
* frontier orbital gap: 0.30544 hartree

The geometry in ORCA input format:
```
! RIJCOSX wB97M-V def2-TZVPD def2/J DEFGRID3
* xyz -1 1
C -3.622 3.094 2.394
Si -2.247 1.894 1.990
C -0.674 2.837 1.633
C -2.664 0.714 0.597
S -1.875 0.623 3.783
O -2.901 0.955 4.755
O -1.819 -0.762 3.309
N -0.443 1.130 4.276
S 0.866 0.258 4.312
O 0.852 -0.847 5.229
O 1.994 1.163 4.360
C 1.017 -0.467 2.632
S 1.013 -2.236 2.354
O 2.323 -2.567 1.835
O 0.410 -3.037 3.371
H -4.610 2.661 2.227
H -3.520 3.981 1.761
H -3.557 3.399 3.439
H -0.481 3.542 2.445
H -0.751 3.387 0.691
H 0.195 2.179 1.580
H -3.705 0.806 0.281
H -2.492 -0.312 0.927
H -2.037 0.916 -0.273
H 1.973 -0.132 2.233
H 0.203 -0.089 2.019
H 0.168 -2.234 1.291
C 5.405 -1.619 1.387
O 6.539 -0.776 1.242
C 6.484 0.058 0.103
C 6.037 1.469 0.435
O 4.705 1.515 0.898
C 4.589 1.650 2.309
H 5.472 -2.092 2.364
H 4.470 -1.062 1.331
H 5.399 -2.397 0.615
H 5.809 -0.366 -0.650
H 7.489 0.101 -0.330
H 6.101 2.077 -0.474
H 6.716 1.901 1.179
H 4.877 2.657 2.628
H 5.209 0.918 2.831
H 3.551 1.485 2.583
C -4.292 2.554 -5.103
O -2.972 3.053 -5.200
C -2.530 3.720 -4.030
C -1.683 2.826 -3.150
O -2.430 1.743 -2.634
C -2.160 0.497 -3.247
H -4.472 1.949 -5.990
H -4.426 1.938 -4.211
H -5.021 3.373 -5.080
H -3.387 4.088 -3.454
H -1.935 4.583 -4.343
H -1.307 3.412 -2.305
H -0.820 2.462 -3.719
H -1.162 0.136 -2.977
H -2.241 0.553 -4.336
H -2.889 -0.211 -2.859
C -0.746 -5.145 0.188
O -1.188 -5.408 -1.133
C -2.364 -4.707 -1.487
C -2.070 -3.490 -2.341
O -1.338 -2.503 -1.639
C 0.046 -2.492 -1.927
H 0.234 -5.606 0.301
H -0.662 -4.072 0.370
H -1.430 -5.573 0.927
H -2.913 -4.398 -0.590
H -3.002 -5.391 -2.056
H -3.020 -3.042 -2.651
H -1.531 -3.796 -3.245
H 0.236 -2.115 -2.940
H 0.486 -3.488 -1.834
H 0.520 -1.823 -1.210
*
```

Atomic partial charges in e from the Mulliken method, atoms 1 to 4: C -1.1408; Si 0.4028; C -0.8162; C -0.8656